2 unconnected molecules or ions with the total composition C6H11P in a non-equilibrium geometry. Source: the OMol25 dataset; level of theory: ωB97M-V/def2-TZVPD.

- Energy relative to the best compared isomer or geometry (same formula, charge and spin): 105.95 kcal per mole
- Gap between HOMO and LUMO (spin up / spin down): 7.3 / 7.3 eV
- E_tot: -576.348777 Eh
- LUMO level (spin up / spin down): -1.6 / -1.5 eV
- HOMO (spin up / spin down): -8.840 / -8.886 eV

```
! RIJCOSX wB97M-V def2-TZVPD def2/J DEFGRID3
* xyz 0 1
P 3.459 -0.301 -0.482
C 0.173 1.341 1.347
C 0.261 1.405 -1.189
C -1.630 -2.668 -0.163
C -1.478 -1.399 0.104
C -1.362 -0.080 0.178
C 0.037 0.547 0.125
H 1.173 1.582 1.514
H -0.124 0.679 2.172
H 0.789 0.835 -1.910
H 0.693 -0.370 0.236
H -2.223 0.492 -0.270
H 1.014 2.201 -1.015
H -1.712 -3.091 -1.096
H -0.294 2.254 1.309
H -1.718 -3.485 0.533
H 3.679 -1.729 0.086
H -0.737 1.785 -1.479
*
```